The following is a quantum chemistry calculation of 2 unconnected molecules or ions with the total composition H4N3OPS, from OMol25.

Results
Energy: -26705.3471 eV
Relative energy (zero: lowest compared OMol25 entry of this formula, charge and spin): 210.5 kJ/mol
HOMO: -8.65 eV
M: 125.09 Da
Strongest force on any atom: 0.094 Eh/bohr

The geometry in ORCA input format:
```
! wB97M-V def2-TZVPD RIJCOSX def2/J DEFGRID3
* xyz 0 1
N 1.21274 0.64034 0.20167
N -0.14323 0.09935 -1.55793
N -1.51287 -0.14948 0.78973
O 0.29891 -2.02099 0.08880
P -0.07635 -0.61897 0.01214
S 0.59189 1.60603 -1.10588
H 1.58906 1.05298 1.02651
H 0.98115 -0.77967 -2.03651
H -1.48189 0.84783 0.91431
H -1.45942 -0.67742 1.66715
*
```

These are the natural (NBO) partial charges, in e, on atoms 1 to 4: number 1, N, carries -1.121; number 2, N, carries -1.073; number 3, N, carries -1.141; number 4, O, carries -1.042

The following is a quantum chemistry calculation of C27H26N4O4 in the gas phase, from OMol25.

Results
Energy: -42570.8935 eV
Relative energy (zero: lowest compared OMol25 entry of this formula, charge and spin): 378.6 kJ/mol
HOMO: -7.63 eV
M: 470.53 Da
Strongest force on any atom: 0.024 Eh/bohr
SMILES: COc1ccccc1N1CCN(C(=O)c2nn(-c3ccccc3OC)c(=O)c3ccccc23)CC1

The geometry in ORCA input format:
```
! wB97M-V def2-TZVPD RIJCOSX def2/J DEFGRID3
* xyz 0 1
C 4.62010 0.79976 -1.18689
O 3.94683 0.09493 -0.17612
C 3.71298 0.72601 1.02390
C 4.10317 2.02833 1.28159
C 3.89369 2.60578 2.52557
C 3.28676 1.87092 3.52071
C 2.87302 0.57354 3.26885
C 3.06037 -0.03006 2.02717
N 2.70714 -1.35442 1.78710
C 2.04052 -1.73361 0.55478
C 0.62247 -2.27147 0.85568
N 0.13598 -1.64018 2.05872
C -0.49111 -0.44249 2.09842
O -0.68242 0.16954 3.13297
C -0.95661 0.10326 0.77883
N -1.81671 -0.59074 0.11336
N -2.29304 -0.14779 -1.04843
C -3.24753 -0.99516 -1.67338
C -4.40529 -1.34311 -1.00286
C -5.35336 -2.13741 -1.62384
C -5.13625 -2.56737 -2.91983
C -3.96969 -2.24062 -3.59098
C -2.99607 -1.46490 -2.97144
O -1.78864 -1.15096 -3.50384
C -1.55953 -1.43533 -4.86273
C -1.96156 1.05862 -1.65316
O -2.50448 1.41926 -2.67853
C -0.94598 1.82533 -0.92720
C -0.47810 3.02644 -1.46154
C 0.46187 3.76429 -0.77753
C 0.93733 3.32124 0.45582
C 0.48854 2.13884 0.99841
C -0.45659 1.36957 0.31036
C 0.84331 -2.10237 3.23611
C 2.34691 -2.22274 2.88119
H 5.62213 1.10646 -0.86950
H 4.70623 0.10238 -2.01930
H 4.05492 1.68021 -1.51235
H 4.59452 2.60823 0.51669
H 4.21510 3.62046 2.70467
H 3.11692 2.30188 4.49553
H 2.37909 0.03696 4.06119
H 1.96551 -0.86352 -0.09348
H 2.62945 -2.50013 0.03621
H 0.64293 -3.34947 1.03837
H -0.05023 -2.08330 0.02196
H -4.55292 -0.97935 0.00225
H -6.25917 -2.40554 -1.10324
H -5.87794 -3.17203 -3.42005
H -3.82128 -2.60265 -4.59585
H -2.31195 -0.96195 -5.49941
H -1.54249 -2.51445 -5.05008
H -0.58093 -1.01507 -5.08897
H -0.87525 3.34939 -2.41194
H 0.82654 4.69291 -1.19132
H 1.66688 3.90782 0.99360
H 0.85123 1.80634 1.95758
H 0.44240 -3.07157 3.55094
H 0.66074 -1.37354 4.02763
H 2.97213 -2.00510 3.74675
H 2.56804 -3.24607 2.55866
*
```

These are the natural (NBO) partial charges, in e, on atoms 1 to 4: number 1, C, carries -0.248; number 2, O, carries -0.509; number 3, C, carries 0.270; number 4, C, carries -0.281

The following is a quantum chemistry calculation of C5H11O2P in the gas phase, from OMol25.

Results
Energy: -18744.6798 eV
Relative energy (zero: lowest compared OMol25 entry of this formula, charge and spin): 157.1 kJ/mol
HOMO (spin up / spin down): -7.75 / -7.38 eV
M: 134.12 Da
Strongest force on any atom: 0.014 Eh/bohr

The geometry in ORCA input format:
```
! wB97M-V def2-TZVPD RIJCOSX def2/J DEFGRID3
* xyz 0 1
C 0.19512 -0.69855 0.99502
C -1.31034 -0.85544 0.74796
C 1.04495 -0.59270 -0.30193
C 0.90196 0.70893 -0.99076
C 0.34663 0.83631 -2.35199
O 2.40445 -0.85504 0.03520
O -2.00788 0.78977 2.63145
P -2.31641 0.68017 1.00851
H 0.38550 0.17950 1.61695
H 0.56899 -1.57113 1.53534
H -1.50269 -1.20403 -0.26842
H -1.71506 -1.59786 1.44192
H 0.76401 -1.41371 -0.97038
H 1.32719 1.57544 -0.50891
H 1.05928 0.46740 -3.10009
H 0.12164 1.87333 -2.58749
H -0.55923 0.23888 -2.46666
H 2.76249 -0.08265 0.49307
H -2.47059 1.52139 3.04120
*
```

These are the natural (NBO) partial charges, in e, on atoms 1 to 4: number 1, C, carries -0.413; number 2, C, carries -0.772; number 3, C, carries 0.025; number 4, C, carries -0.101

The following is a quantum chemistry calculation of C9H14N2O2S in the gas phase, from OMol25.

Results
Energy: -27465.6802 eV
Relative energy (zero: lowest compared OMol25 entry of this formula, charge and spin): 566.0 kJ/mol
HOMO (spin up / spin down): -7.77 / -7.77 eV
M: 214.29 Da
Strongest force on any atom: 0.106 Eh/bohr

The geometry in ORCA input format:
```
! wB97M-V def2-TZVPD RIJCOSX def2/J DEFGRID3
* xyz 0 1
C 1.94192 0.34846 1.79163
C 3.62201 -0.57739 0.55855
C 1.52802 1.21835 0.80196
C -1.84112 2.14442 -0.37194
C -3.28935 1.79183 -0.11003
C -0.15043 -2.82864 -0.62395
C -0.71364 -1.53472 0.14116
C -0.74116 -0.26145 -0.70088
C -0.82109 0.96940 0.14539
N 3.03722 -0.37791 1.70701
N 0.49295 1.61761 0.23113
O -1.33185 3.13854 -0.79796
O 3.91309 -0.29284 -2.02588
S 2.93256 -0.26866 -0.93316
H 1.58379 0.43233 2.78482
H 4.65487 -1.00581 0.59057
H -3.81063 2.72779 -0.26347
H -3.59034 1.02754 -0.78793
H -3.25053 1.29995 0.80341
H 0.82856 -2.64022 -0.52502
H -0.44265 -2.75345 -1.69459
H -0.50082 -3.77066 -0.15735
H -1.80231 -1.76695 0.31585
H -0.19789 -1.32602 0.99257
H 0.14220 -0.26302 -1.31363
H -1.59102 -0.25983 -1.45890
H -1.03115 0.67090 1.19273
H 0.42878 2.54044 -0.29209
*
```

These are the natural (NBO) partial charges, in e, on atoms 1 to 4: number 1, C, carries -0.096; number 2, C, carries -0.254; number 3, C, carries 0.211; number 4, C, carries 0.645

The following is a quantum chemistry calculation of 2 unconnected molecules or ions with the total composition C5H8O2, from OMol25.

Results
Energy: -9405.0757 eV
Relative energy (zero: lowest compared OMol25 entry of this formula, charge and spin): 458.9 kJ/mol
HOMO: -8.83 eV
M: 100.12 Da
Strongest force on any atom: 0.007 Eh/bohr
SMILES: C=CO[C@H]1C=C1O.[H][H]

The geometry in ORCA input format:
```
! wB97M-V def2-TZVPD RIJCOSX def2/J DEFGRID3
* xyz 0 1
C -2.36055 0.20414 0.04815
C -1.14988 0.74877 0.10914
O -0.43459 0.84060 1.26118
C 0.97023 0.67313 1.12181
C 1.54164 -0.62707 0.64346
C 1.59088 0.38834 -0.16874
O 1.84106 0.92174 -1.36750
H -2.82399 -0.24138 0.92194
H -2.90727 0.21246 -0.88835
H -0.66900 1.18317 -0.76923
H 1.44496 1.26302 1.90631
H 1.66488 -1.67518 0.86462
H 2.08674 0.20778 -1.97407
H -0.73763 -1.88240 -0.79777
H -0.18021 -2.32964 -1.00874
*
```

These are the natural (NBO) partial charges, in e, on atoms 1 to 4: number 1, C, carries -0.498; number 2, C, carries 0.132; number 3, O, carries -0.518; number 4, C, carries 0.050

The following is a quantum chemistry calculation of 3 unconnected molecules or ions with the total composition C2H8O3, from OMol25.

Results
Energy: -8345.4421 eV
Relative energy (zero: lowest compared OMol25 entry of this formula, charge and spin): 54.0 kJ/mol
HOMO: -9.05 eV
M: 80.08 Da
Strongest force on any atom: 0.025 Eh/bohr
SMILES: C=CO.O.O

The geometry in ORCA input format:
```
! wB97M-V def2-TZVPD RIJCOSX def2/J DEFGRID3
* xyz 0 1
C -1.57293 1.63791 0.93336
C -0.94666 1.20503 -0.15490
O 0.39168 0.98914 -0.23812
H -2.63789 1.77398 0.76841
H -1.21158 1.66440 1.94355
H -1.53992 0.98584 -1.03667
H 0.59110 0.40641 -0.98861
O 1.46717 -1.07785 -1.64625
H 2.04447 -1.45515 -2.31663
H 1.63769 -1.52090 -0.80539
O 0.68971 -1.95000 1.25386
H -0.14596 -1.51145 1.00089
H 1.23311 -1.14736 1.28650
*
```

These are the natural (NBO) partial charges, in e, on atoms 1 to 4: number 1, C, carries -0.524; number 2, C, carries 0.137; number 3, O, carries -0.716; number 4, H, carries 0.203